(1)
C4H7NS2 | the ωB97M-V functional and the def2-TZVPD basis

Computed properties:
Spin multiplicity: 1
Total energy in eV: -27417.2209
HOMO energy (spin up / spin down) in eV: -7.81 / -7.89
ΔE to the lowest compared entry with this formula, charge and spin in eV: 4.625
M in g mol⁻¹: 133.2

```
14
Properties=species:S:1:pos:R:3:lowdin_charge:R:1
C -0.39785 -0.37099 0.68709 -0.34
C 0.15143 0.04391 -0.61154 -0.56
C -0.02068 0.88624 3.34127 -0.38
C -0.17085 -1.04572 -1.55955 -0.11
N 0.67814 1.15467 -0.93774 -0.31
S -0.46825 -0.42999 2.47715 0.95
S 1.21148 1.74395 -2.54343 0.67
H -0.54572 -1.43124 0.66115 -0.03
H 0.69005 1.53350 2.89799 0.00
H -0.39698 0.82169 4.36715 0.01
H 0.44950 -1.07652 -2.48629 0.07
H -1.25231 -0.87912 -1.86808 0.11
H -0.23383 -2.15095 -1.05664 0.13
H 0.30588 1.20057 -3.36853 -0.18
```

=====

(2)
ClH36O22 | the ωB97M-V functional and the def2-TZVPD basis

Computed properties:
Spin multiplicity: 1
Total energy in eV: -58147.2529
HOMO energy in eV: -6.60
ΔE to the lowest compared entry with this formula, charge and spin in eV: 1.235
Charge: -1
M in g mol⁻¹: 423.7

```
59
Properties=species:S:1:pos:R:3:lowdin_charge:R:1
Cl -0.13358 -0.00254 0.11552 0.86
O 0.64232 1.26461 0.31607 -0.33
O -0.93124 -0.40547 1.29164 -0.32
O -1.10595 0.34724 -0.97905 -0.33
O 0.72282 -1.11888 -0.30926 -0.36
O -0.95521 -2.09969 -2.84200 -0.07
H -0.12011 -2.32264 -2.35471 0.05
H -1.62068 -2.75636 -2.55708 0.08
O -3.61164 -0.73799 -0.28317 -0.04
H -3.91811 0.09829 0.08260 0.05
H -2.89156 -0.51365 -0.84291 -0.03
O 1.90606 -1.88306 -2.95365 -0.04
H 1.32536 -1.23910 -3.43652 0.10
H 2.66827 -1.95577 -3.48714 0.03
O -0.12064 2.18428 3.52824 -0.09
H 0.23620 2.71898 2.81429 -0.03
H 0.14086 1.26134 3.33823 -0.01
O 1.69965 1.96045 -2.14677 -0.06
H 1.07186 2.17322 -1.47316 -0.05
H 2.23008 1.24285 -1.82936 -0.05
O 3.05996 -2.66023 -0.42069 -0.04
H 2.25176 -2.49262 -0.95811 0.02
H 3.79345 -2.37098 -0.92383 0.01
O -1.78245 2.41088 1.05759 -0.06
H -1.51112 1.64503 1.51933 -0.04
H -1.17393 2.42880 0.31673 -0.04
O 3.50085 1.06605 1.62880 -0.02
H 4.21536 0.47039 1.82493 0.05
H 3.49173 1.11072 0.68423 0.00
O 1.03488 -2.64263 1.86673 -0.07
H 1.13302 -2.07280 1.06975 -0.02
H 0.17188 -3.07950 1.79574 0.01
O -1.62023 -3.15062 0.95011 -0.04
H -0.91578 -3.63343 0.42967 0.08
H -1.37281 -2.26728 0.83676 -0.06
O 1.25376 3.78551 1.66746 -0.04
H 2.16459 3.94669 1.89976 0.05
H 1.29469 3.23405 0.85527 0.03
O 1.41681 -0.09210 3.21300 -0.02
H 0.95953 -0.78291 2.75931 -0.02
H 1.92850 0.38473 2.61645 -0.04
O 3.20798 0.11065 -1.01201 -0.06
H 3.61662 -0.26169 -1.80199 0.07
H 2.85852 -0.63563 -0.53353 0.01
O -1.49655 2.43965 -4.04252 -0.04
H -1.76500 3.04592 -3.39967 -0.03
H -1.48495 1.59115 -3.56101 0.01
O -2.33504 -0.15155 -3.83154 -0.04
H -3.15284 -0.52904 -3.52730 0.04
H -1.67973 -0.76675 -3.54006 -0.04
O -0.43718 3.51714 -1.20659 -0.03
H 0.01051 4.29030 -0.85242 0.07
H -1.11377 3.82389 -1.82220 0.05
O -1.17214 -1.85434 3.84270 -0.02
H -1.36831 -1.63035 2.97701 -0.07
H -2.07872 -1.82576 4.17886 0.04
O -3.99501 -1.88857 2.65461 -0.05
H -3.49239 -1.50736 1.92166 0.00
H -4.65119 -1.22154 2.87523 0.04
```

=====

(3)
C7H34O12 | the ωB97M-V functional and the def2-TZVPD basis

Computed properties:
Spin multiplicity: 1
Total energy in eV: -32379.9723
HOMO energy in eV: -8.72
ΔE to the lowest compared entry with this formula, charge and spin in eV: 2.500
M in g mol⁻¹: 310.3

```
53
Properties=species:S:1:pos:R:3:lowdin_charge:R:1
C 2.50305 0.03054 -1.64437 -0.18
C 2.91293 -0.74676 -2.64125 0.02
C 0.92791 0.63788 0.10453 -0.08
C 1.15565 0.11780 -1.10007 -0.13
C -2.79206 1.18607 1.16642 -0.07
C -1.42611 1.35082 0.57121 -0.15
C -0.39290 0.55458 0.79796 -0.13
H 3.24974 0.64808 -1.15192 0.11
H 2.18800 -1.35756 -3.17233 0.07
H 3.94351 -0.82260 -2.95334 0.06
H 1.73377 1.14678 0.62358 0.12
H 0.45689 -0.53639 -1.58081 0.07
H -2.83978 1.78810 2.07110 0.07
H -3.58480 1.39618 0.45694 0.05
H -2.96587 0.16628 1.52049 0.08
H -1.36581 2.03500 -0.26411 0.09
H -0.40638 -0.20365 1.55972 0.08
H 0.51702 4.57992 -0.14930 0.04
H 0.50547 3.22610 -0.70478 -0.01
O 0.90774 3.71881 0.04327 -0.07
H -2.25188 -4.36772 1.53170 0.04
H -1.39529 -3.10087 1.21460 0.00
O -1.84851 -3.86356 0.82387 -0.07
H 0.10733 0.70278 3.44617 0.02
H -0.34154 -0.26638 4.62901 0.07
O 0.17769 -0.21019 3.82359 -0.08
H 0.37984 2.56030 2.20621 0.04
H 0.00827 3.01698 3.70560 0.07
O -0.12621 2.37150 3.00843 -0.04
H 0.73559 -2.90969 1.99362 0.00
H 0.04978 -1.84897 2.87728 -0.01
O 0.01654 -2.79769 2.66352 -0.10
H -5.04045 1.08776 -2.04981 0.04
H -3.96182 0.12753 -1.41031 0.02
O -4.45162 0.34753 -2.20492 -0.05
H -1.40419 -3.33494 -1.24169 0.04
H -0.62222 -2.10784 -0.68841 0.03
O -1.14737 -2.42584 -1.42760 -0.05
H -1.03816 -0.83957 -2.44099 -0.01
H -2.13013 -0.29923 -3.36102 0.05
O -1.27366 -0.07033 -2.98360 -0.06
H 2.43980 -2.24644 1.83848 0.02
H 2.40883 -3.62192 0.92340 0.06
O 2.14424 -2.70545 1.01791 -0.06
H 1.92023 -1.02978 3.90576 0.03
H 2.42393 -2.50034 3.91402 0.06
O 2.55762 -1.64538 3.49733 -0.06
H 2.46669 1.92886 -4.06121 0.02
H 0.95403 2.03905 -4.04741 -0.01
O 1.72644 2.26991 -4.57021 -0.06
H -1.11723 2.88016 -2.75958 0.08
H -0.35276 1.66908 -2.29376 0.01
O -0.32434 2.64293 -2.26504 -0.06
```